Molecular formula: H3N2O4P
Method: DFT, wB97M-V/def2-TZVPD

The geometry in XYZ format:
```
10
Properties=species:S:1:pos:R:3:forces:R:3:lowdin_charge:R:1
N -1.63585 -0.65244 0.30814 0.111 0.346 -0.163 -0.039
O -1.34700 0.73330 0.66661 -1.072 -0.588 0.300 -0.395
N -0.09215 1.19663 0.28955 0.921 1.481 -4.046 -0.207
P 1.21582 -0.09584 -0.04409 0.240 0.108 -0.082 0.009
O 0.82321 -0.65177 -1.41494 -0.021 0.060 0.106 -0.517
O 2.47557 0.74312 -0.01112 -0.113 0.015 -0.046 -0.499
O 1.03338 -1.09601 1.10043 -0.150 0.226 -0.058 -0.487
H -0.78344 -1.12232 0.66878 -0.249 -0.150 0.017 -0.004
H -1.49141 -0.68832 -0.70792 0.120 0.074 0.185 0.027
H -0.19813 1.63364 -0.85545 0.213 -1.571 3.787 0.113
```
Forces are in eV/Å.

Structure (SMILES)   NONP(=O)([O-])[O-]
2S+1   1
Net charge   -2
E   -753.578786 hartree
E_LUMO   7.6 eV
ΔE to the lowest compared entry with this formula, charge and spin   14.3 kJ/mol
Maximum force   4.4 eV/A